1.
This record from the Open Molecules 2025 dataset describes the molecule C4H7NO2 at a distorted geometry. The level of theory is ωB97M-V/def2-TZVPD.

Geometry as XYZ:
```
14
Properties=species:S:1:pos:R:3:forces:R:3:nbo_charge:R:1
C -1.134 0.959 -0.067 0.0 -0.7 0.3 -0.26
C 1.531 0.733 -0.092 0.1 -0.1 0.3 -0.62
N -2.049 -0.033 0.532 -1.0 0.8 -0.3 -0.37
C -0.239 -1.124 -0.169 -1.0 -0.6 0.8 0.71
C 0.164 0.198 0.240 -1.0 0.4 0.5 -0.36
O -1.519 -1.268 -0.016 1.7 -0.2 -0.3 -0.32
O 0.545 -2.190 -0.320 -0.3 0.5 -0.3 -0.64
H 0.004 -2.994 -0.311 -0.1 0.0 0.0 0.51
H -0.405 0.059 1.377 1.5 -0.1 -1.0 0.28
H -1.306 1.168 -1.132 0.0 -0.1 -0.2 0.17
H -1.234 1.878 0.511 0.1 -0.1 -0.1 0.21
H 1.622 0.934 -1.162 -0.1 0.0 0.0 0.22
H 1.715 1.668 0.435 0.0 -0.1 0.0 0.22
H 2.304 0.012 0.173 0.1 0.1 0.0 0.22
```
Positions in Å, forces in eV/Å.

Frontier orbital gap (alpha / beta) in Ha: 0.290 / 0.290
LUMO energy (alpha / beta) in eV: 0.38 / 0.38
ΔE to the lowest compared entry with this formula, charge and spin in kJ/mol: 507.6
HOMO energy (alpha / beta) in eV: -7.520 / -7.519



2.
This record from the Open Molecules 2025 dataset describes the molecule C4H7NO2. The level of theory is ωB97M-V/def2-TZVPD.

Geometry as XYZ:
```
14
Properties=species:S:1:pos:R:3:forces:R:3:nbo_charge:R:1
C -0.129 -1.595 0.295 -0.1 0.0 0.0 -0.39
C -0.368 -0.327 -0.023 0.0 -0.3 0.0 -0.02
C -1.657 0.179 -0.604 -0.1 0.0 0.0 -0.64
C 0.771 0.645 -0.030 0.1 -0.3 -0.1 0.55
N 1.777 0.491 0.913 0.1 0.0 -0.1 -0.85
O 1.114 0.916 -1.382 0.3 0.5 0.3 -0.27
O 0.508 1.925 -0.464 -0.1 0.1 -0.1 -0.27
H 0.858 -1.931 0.603 -0.2 0.0 0.0 0.20
H -0.901 -2.350 0.192 0.0 0.1 0.1 0.20
H -2.420 -0.602 -0.570 0.1 0.1 0.0 0.22
H -2.023 1.065 -0.075 0.1 -0.1 0.0 0.23
H -1.501 0.475 -1.648 0.0 0.0 0.2 0.24
H 2.310 1.310 1.161 -0.1 -0.1 -0.2 0.40
H 1.662 -0.201 1.632 -0.2 0.2 0.0 0.39
```
Positions in Å, forces in eV/Å.

Frontier orbital gap in Ha: 0.392
LUMO energy in eV: 0.95
ΔE to the lowest compared entry with this formula, charge and spin in kJ/mol: 419.8
SMILES: C=C(C)C1(N)OO1
HOMO energy in eV: -9.719



3.
This record from the Open Molecules 2025 dataset describes the molecule C4H7NO2 at a distorted geometry. The level of theory is ωB97M-V/def2-TZVPD.

Geometry as XYZ:
```
14
Properties=species:S:1:pos:R:3:forces:R:3:nbo_charge:R:1
C -2.092 -1.051 -0.061 -1.6 -0.8 0.3 -0.41
C -1.717 0.110 -0.472 3.3 4.3 -2.2 -0.14
C -0.362 0.940 0.107 1.6 -1.7 1.4 -0.46
C 1.424 1.014 0.165 -6.3 -0.1 -1.0 -0.02
N 2.066 -0.025 -0.086 0.1 -2.7 0.7 0.35
O 3.254 -0.180 -0.137 3.0 -0.3 -0.3 -0.49
O 1.326 -1.256 -0.162 -3.5 3.4 -1.4 -0.57
H -3.105 -1.428 -0.070 -0.1 0.0 -0.8 0.21
H -1.421 -1.662 0.440 1.3 -1.0 1.3 0.20
H -2.202 0.806 -1.217 -0.1 -1.0 1.3 0.21
H -0.387 1.977 -0.072 -1.3 1.2 -0.3 0.20
H -0.584 0.716 1.157 0.4 0.7 0.0 0.22
H 1.908 1.955 0.312 0.2 0.2 -0.1 0.22
H 1.894 -1.916 0.096 2.9 -2.2 1.0 0.48
```
Positions in Å, forces in eV/Å.

Frontier orbital gap in Ha: 0.365
LUMO energy in eV: 0.86
ΔE to the lowest compared entry with this formula, charge and spin in kJ/mol: 737.8
SMILES: C=CC/C=[N+](/[O-])O
HOMO energy in eV: -9.078



4.
This record from the Open Molecules 2025 dataset describes the molecule C4H7NO2. The level of theory is ωB97M-V/def2-TZVPD.

Geometry as XYZ:
```
14
Properties=species:S:1:pos:R:3:forces:R:3:nbo_charge:R:1
O 0.114 0.003 1.741 0.1 0.4 0.2 -0.71
C 0.668 0.477 0.530 0.2 0.1 -0.5 0.05
C -0.400 1.135 -0.348 0.0 0.1 0.2 -0.28
N -1.524 0.189 -0.437 0.0 -0.4 -0.2 -0.53
C -1.222 -1.043 -0.385 -0.2 0.2 0.1 0.42
O -0.002 -1.600 -0.449 -0.2 -0.1 -0.2 -0.49
C 1.095 -0.689 -0.362 0.2 0.0 0.1 -0.09
H -0.804 0.315 1.786 0.3 -0.2 0.1 0.48
H 1.535 1.133 0.703 -0.3 -0.1 0.1 0.18
H 0.081 1.382 -1.309 -0.5 0.0 0.2 0.20
H -0.822 2.050 0.075 0.2 0.0 0.0 0.21
H -1.976 -1.802 -0.172 0.0 0.1 -0.5 0.18
H 1.336 -0.232 -1.337 0.0 -0.6 0.2 0.18
H 1.921 -1.318 -0.038 0.1 0.3 0.3 0.21
```
Positions in Å, forces in eV/Å.

Frontier orbital gap in Ha: 0.388
LUMO energy in eV: 0.85
ΔE to the lowest compared entry with this formula, charge and spin in kJ/mol: 174.6
SMILES: O[C@@H]1CN=COC1
HOMO energy in eV: -9.721



5.
This record from the Open Molecules 2025 dataset describes the molecule C4H7NO2 at a distorted geometry. The level of theory is ωB97M-V/def2-TZVPD.

Geometry as XYZ:
```
14
Properties=species:S:1:pos:R:3:forces:R:3:nbo_charge:R:1
C 0.632 -1.534 -0.927 0.0 0.0 0.0 -0.64
C -0.313 -0.820 0.013 -0.1 -0.3 -0.2 0.37
O -1.230 -0.007 -0.646 -0.1 -0.1 -0.2 -0.72
O 0.527 -0.099 0.936 0.0 0.1 -0.1 -0.53
C 0.021 1.128 1.376 0.0 0.2 0.0 -0.16
C -0.203 2.016 0.210 0.2 1.0 -0.7 0.28
N -0.250 2.593 -0.793 0.1 -0.1 1.1 -0.36
H 0.059 -2.093 -1.671 0.1 0.0 0.1 0.22
H 1.287 -2.216 -0.378 -0.1 0.1 -0.1 0.22
H 1.255 -0.790 -1.433 -0.1 -0.1 0.0 0.22
H -0.928 -1.522 0.589 0.1 0.1 0.0 0.15
H -0.794 0.663 -1.213 -0.2 -0.8 0.2 0.50
H 0.812 1.595 1.967 -0.1 -0.1 0.1 0.24
H -0.883 1.040 1.994 0.1 0.1 -0.2 0.21
```
Positions in Å, forces in eV/Å.

Frontier orbital gap in Ha: 0.426
LUMO energy in eV: 0.84
ΔE to the lowest compared entry with this formula, charge and spin in kJ/mol: 176.9
SMILES: C[C@H](O)OCC#N
HOMO energy in eV: -10.750



6.
This record from the Open Molecules 2025 dataset describes the molecule C4H7NO2. The level of theory is ωB97M-V/def2-TZVPD.

Geometry as XYZ:
```
14
Properties=species:S:1:pos:R:3:forces:R:3:nbo_charge:R:1
H 3.280 0.801 1.172 0.0 -0.1 -0.1 0.34
N 2.922 0.179 0.446 -0.4 0.0 0.2 -0.60
C 1.712 -0.109 0.672 0.2 0.0 -0.1 0.12
C 0.954 -1.036 -0.244 0.2 0.0 -0.1 -0.15
O -0.456 -0.863 -0.069 -0.1 0.1 0.0 -0.50
C -0.928 0.329 -0.492 0.0 0.3 -0.2 0.79
C -2.389 0.503 -0.181 0.0 0.0 0.0 -0.72
O -0.238 1.149 -1.048 -0.2 -0.3 0.2 -0.59
H 1.129 0.254 1.533 0.1 0.0 -0.1 0.15
H 1.248 -0.856 -1.281 0.0 0.0 0.1 0.22
H 1.146 -2.080 0.019 0.0 0.2 0.0 0.21
H -2.549 1.534 0.142 0.0 -0.1 -0.1 0.24
H -2.724 -0.195 0.587 0.0 0.1 -0.1 0.23
H -2.973 0.343 -1.091 0.1 0.0 0.1 0.25
```
Positions in Å, forces in eV/Å.

Frontier orbital gap in Ha: 0.411
LUMO energy in eV: 0.90
ΔE to the lowest compared entry with this formula, charge and spin in kJ/mol: 99.8
SMILES: [H]/N=C/COC(C)=O
HOMO energy in eV: -10.284



7.
This record from the Open Molecules 2025 dataset describes the molecule C4H7NO2 at a distorted geometry. The level of theory is ωB97M-V/def2-TZVPD.

Geometry as XYZ:
```
14
Properties=species:S:1:pos:R:3:forces:R:3:nbo_charge:R:1
C -1.369 -0.037 1.124 0.2 -0.1 0.1 -0.65
C -0.321 0.085 0.064 -0.1 1.8 0.1 0.48
C -0.432 -0.773 -1.150 0.0 0.4 -0.7 -0.69
O 0.037 1.790 -0.025 -1.0 -1.8 -0.9 -0.39
N 0.849 0.729 0.349 1.3 -0.4 1.3 -0.24
C 2.165 0.527 0.034 -0.3 0.0 -0.1 0.50
O 2.962 1.386 -0.246 -0.1 -0.1 0.0 -0.56
H -1.209 0.688 1.917 0.1 -0.1 0.0 0.25
H -2.359 0.125 0.697 0.0 0.0 -0.1 0.23
H -1.341 -1.054 1.527 0.0 0.0 0.0 0.23
H -0.887 -0.170 -1.943 -0.1 -0.2 0.0 0.27
H 0.543 -1.092 -1.525 -0.1 0.1 0.2 0.24
H -1.047 -1.656 -0.980 -0.1 0.2 0.1 0.24
H 2.410 -0.546 0.156 0.0 0.1 0.0 0.11
```
Positions in Å, forces in eV/Å.

Frontier orbital gap in Ha: 0.353
LUMO energy in eV: 0.62
ΔE to the lowest compared entry with this formula, charge and spin in kJ/mol: 407.3
SMILES: CC1(C)ON1C=O
HOMO energy in eV: -8.996



8.
This record from the Open Molecules 2025 dataset describes a cluster of 3 separate species, C4H7NO2 in total. The level of theory is ωB97M-V/def2-TZVPD.

Geometry as XYZ:
```
14
Properties=species:S:1:pos:R:3:forces:R:3:nbo_charge:R:1
C -0.110 -1.044 -1.134 0.1 0.0 0.0 -0.62
C 1.073 0.951 -0.022 0.1 0.2 0.2 0.77
C -0.023 0.035 -0.074 0.1 0.0 0.0 -0.43
C -0.937 0.007 0.948 -0.2 0.0 -0.1 0.47
O 1.241 1.800 0.873 -0.1 -0.3 -0.3 -0.61
O 2.030 0.888 -0.972 -0.2 0.0 0.2 -0.65
N -2.016 -0.362 1.408 0.2 0.1 0.1 -0.68
H 0.370 1.262 1.858 -0.2 -0.2 -0.1 0.27
H 1.837 0.189 -1.609 -0.1 0.0 0.1 0.49
H -2.824 -0.388 0.794 0.1 0.0 0.0 0.39
H -0.212 0.669 2.158 0.1 0.1 0.0 -0.07
H -0.291 -0.626 -2.130 0.0 0.0 0.0 0.22
H 0.797 -1.658 -1.176 0.0 0.0 0.0 0.21
H -0.934 -1.723 -0.920 0.0 0.0 0.0 0.24
```
Positions in Å, forces in eV/Å.

Frontier orbital gap in Ha: 0.340
LUMO energy in eV: 0.49
ΔE to the lowest compared entry with this formula, charge and spin in kJ/mol: 379.2
HOMO energy in eV: -8.760



9.
This record from the Open Molecules 2025 dataset describes the molecule C4H7NO2. The level of theory is ωB97M-V/def2-TZVPD.

Geometry as XYZ:
```
14
Properties=species:S:1:pos:R:3:forces:R:3:nbo_charge:R:1
O -1.466 -0.352 1.707 0.1 0.0 0.2 -0.72
C -1.336 -0.267 0.318 -0.4 0.3 -0.4 -0.08
C 1.120 -0.254 0.535 0.5 0.0 0.0 0.04
C -0.646 1.030 -0.152 -0.5 0.0 0.1 -0.24
N 0.813 0.961 0.065 0.0 -0.7 -0.2 -0.55
C 1.803 -0.961 -0.601 0.9 0.1 -0.2 0.31
O 2.648 -0.554 -1.359 0.1 -0.3 0.2 -0.52
H -0.567 -0.526 2.039 -0.1 0.0 -0.1 0.49
H -0.843 -1.173 -0.087 -0.1 0.5 0.0 0.17
H -2.334 -0.250 -0.111 -0.3 0.0 0.1 0.19
H -1.137 1.877 0.322 0.1 0.2 0.0 0.22
H -0.733 1.099 -1.246 -0.3 0.1 0.3 0.20
H 1.369 1.312 -0.723 -0.3 -0.2 -0.1 0.37
H 1.249 -1.918 -0.785 0.3 0.1 0.0 0.13
```
Positions in Å, forces in eV/Å.

Frontier orbital gap in Ha: 0.302
LUMO energy in eV: -0.66
ΔE to the lowest compared entry with this formula, charge and spin in kJ/mol: 480.8
HOMO energy in eV: -8.875



10.
This record from the Open Molecules 2025 dataset describes the molecule C4H7NO2 at a distorted geometry. The level of theory is ωB97M-V/def2-TZVPD.

Geometry as XYZ:
```
14
Properties=species:S:1:pos:R:3:forces:R:3:nbo_charge:R:1
O 0.308 1.878 1.204 -0.1 -1.0 -0.2 -0.55
C 0.177 0.750 0.767 0.2 0.7 0.5 0.57
C 1.252 -0.300 0.607 0.2 0.1 0.1 -0.34
N 0.520 -1.352 -0.103 0.4 -0.1 -0.5 -0.61
C -0.321 -0.587 -1.036 -0.5 0.4 -0.2 -0.24
C -1.086 0.306 0.060 0.3 -0.6 -0.1 -0.02
O -1.936 1.408 -0.054 0.3 0.0 -0.7 -0.70
H 2.071 0.121 0.001 -0.1 0.1 0.1 0.20
H 1.667 -0.558 1.587 -0.1 -0.3 -0.2 0.23
H 1.118 -1.924 -0.706 0.0 0.1 0.7 0.37
H -0.938 -1.311 -1.577 -0.2 0.5 0.0 0.21
H 0.326 -0.030 -1.736 -0.5 0.2 0.0 0.17
H -1.643 -0.519 0.508 0.2 0.1 0.7 0.21
H -1.516 2.119 0.478 -0.1 -0.3 -0.4 0.49
```
Positions in Å, forces in eV/Å.

Frontier orbital gap in Ha: 0.398
LUMO energy in eV: 0.89
ΔE to the lowest compared entry with this formula, charge and spin in kJ/mol: 172.1
SMILES: O=C1CNC[C@@H]1O
HOMO energy in eV: -9.933



11.
This record from the Open Molecules 2025 dataset describes the molecule C4H7NO2. The level of theory is ωB97M-V/def2-TZVPD.

Geometry as XYZ:
```
14
Properties=species:S:1:pos:R:3:forces:R:3:nbo_charge:R:1
O -2.203 0.192 0.220 0.2 -0.2 -0.5 -0.55
C -1.520 -0.112 -0.736 -0.3 0.0 0.3 0.43
C -0.168 -0.753 -0.584 -0.2 -0.1 -0.2 -0.20
N 0.153 -1.257 0.754 -0.2 0.0 0.0 -0.60
C 0.996 -0.076 1.048 0.2 0.2 0.1 -0.25
C 0.865 0.407 -0.408 0.2 0.0 0.0 0.11
O 0.388 1.714 -0.594 -0.1 0.1 0.1 -0.70
H -1.822 0.155 -1.769 0.0 -0.1 0.2 0.13
H 0.019 -1.466 -1.394 0.0 0.1 0.0 0.21
H -0.680 -1.299 1.336 0.1 0.0 0.0 0.37
H 0.542 0.644 1.743 0.1 -0.1 -0.1 0.19
H 2.010 -0.321 1.383 -0.2 0.0 0.0 0.20
H 1.751 0.305 -1.036 -0.1 0.0 0.2 0.19
H -0.331 1.866 0.038 0.2 0.1 -0.1 0.47
```
Positions in Å, forces in eV/Å.

Frontier orbital gap in Ha: 0.377
LUMO energy in eV: 0.77
ΔE to the lowest compared entry with this formula, charge and spin in kJ/mol: 218.5
SMILES: O=C[C@@H]1NC[C@@H]1O
HOMO energy in eV: -9.497



12.
This record from the Open Molecules 2025 dataset describes a cluster of 2 separate species, C4H7NO2 in total. The level of theory is ωB97M-V/def2-TZVPD.

Geometry as XYZ:
```
14
Properties=species:S:1:pos:R:3:forces:R:3:nbo_charge:R:1
O 1.394 0.137 1.382 0.2 0.0 -0.6 -0.54
C 1.383 -0.410 0.303 0.1 0.3 0.3 0.43
C 0.309 -0.094 -0.725 0.1 -0.1 -0.1 -0.29
N 0.101 1.367 -0.816 0.1 0.2 0.0 -0.59
C -1.230 1.309 -0.168 -0.3 0.1 0.1 -0.34
C -1.147 -0.208 -0.192 -0.3 -0.4 0.2 0.62
O -1.878 -1.115 0.073 0.4 0.5 -0.2 -0.48
H 2.181 -1.111 -0.001 -0.1 0.1 0.1 0.14
H 0.486 -0.599 -1.683 0.0 0.1 0.2 0.22
H 0.772 1.837 -0.215 -0.1 0.1 -0.2 0.37
H -1.271 1.699 0.857 0.0 -0.1 -0.1 0.22
H -2.032 1.754 -0.765 0.0 -0.1 0.1 0.22
H 0.491 -2.104 1.298 -0.1 -0.5 0.0 0.03
H 0.439 -2.462 0.651 -0.2 -0.3 0.2 -0.01
```
Positions in Å, forces in eV/Å.

Frontier orbital gap in Ha: 0.377
LUMO energy in eV: 0.39
ΔE to the lowest compared entry with this formula, charge and spin in kJ/mol: 342.8
SMILES: O=C[C@@H]1NCC1=O.[H][H]
HOMO energy in eV: -9.875